A 2-piece molecular cluster, C15H17BCl4OSi overall at a distorted geometry, computed with ωB97M-V/def2-TZVPD.

Properties
LUMO energy   -2.4 eV
Calculated total energy   -2812.2175 Eh
Max |F|   0.0501 hartree/bohr
ΔE to the lowest compared entry with this formula, charge and spin   13.9 kcal per mole
HOMO-LUMO gap   6.281 eV
HOMO energy   -8.635 eV

Each line ends with the natural charge from an NBO analysis.
Geometry (Å):
Cl  -3.190  -0.671  -2.181  -0.284
B  -1.703  0.442  -2.418  0.545
Cl  -1.823  1.433  -4.002  -0.275
Cl  -1.780  1.817  -0.972  -0.432
O  -0.547  -0.274  -2.156  -0.752
C  0.601  0.562  -2.194  -0.084
C  1.694  -0.234  -2.881  -0.010
C  2.645  0.474  -3.635  -0.222
C  3.778  -0.205  -4.103  -0.209
C  3.899  -1.577  -3.781  -0.231
C  2.987  -2.248  -2.942  -0.197
C  1.869  -1.560  -2.481  -0.218
H  0.475  1.516  -2.719  0.210
H  2.502  1.560  -3.659  0.211
H  4.551  0.362  -4.660  0.215
H  4.789  -2.084  -4.142  0.208
H  3.194  -3.267  -2.607  0.210
H  1.221  -1.965  -1.713  0.220
H  0.949  0.698  -1.212  0.157
Si  -0.163  1.251  2.375  2.017
C  1.572  0.473  2.708  -1.172
C  -0.470  3.062  2.150  -1.219
C  -1.542  0.015  2.497  -0.626
C  -1.870  -0.162  3.877  -0.198
C  -2.946  -0.977  4.254  -0.236
C  -3.692  -1.631  3.247  -0.015
Cl  -5.042  -2.587  3.731  0.042
C  -3.379  -1.479  1.885  -0.206
C  -2.301  -0.660  1.513  -0.137
H  1.674  -0.548  2.275  0.289
H  2.331  1.166  2.282  0.266
H  1.710  0.419  3.807  0.274
H  -1.235  3.226  1.364  0.327
H  -0.803  3.480  3.097  0.279
H  0.502  3.511  1.841  0.273
H  -1.232  0.325  4.643  0.205
H  -3.190  -1.108  5.311  0.239
H  -3.973  -2.012  1.138  0.256
H  -2.062  -0.544  0.461  0.277

Atomic forces in eV per Å
Cl 0.2 0.2 -0.1
B -1.1 0.0 0.2
Cl 0.1 -0.4 0.3
Cl -0.1 0.3 0.7
O 0.2 0.7 -0.3
C 0.6 -1.5 -2.0
C 0.4 0.8 0.5
C -0.1 -0.8 0.7
C -0.5 -0.1 0.3
C 0.3 0.6 -0.1
C 0.3 0.5 -0.4
C 0.8 0.3 -0.3
H -0.3 -0.2 0.3
H 0.2 -0.4 -0.6
H -0.5 -0.7 0.3
H -0.1 -0.1 0.1
H -0.1 0.3 -0.2
H -0.2 -0.2 -0.3
H 0.3 0.7 1.7
Si -0.1 -1.5 -0.9
C -0.6 0.9 -0.4
C 0.9 -0.3 -0.6
C -0.4 0.0 0.7
C 0.1 -0.3 -0.6
C 0.3 0.1 -0.5
C 0.7 0.9 0.1
Cl 0.0 -0.1 -0.1
C 0.3 0.1 0.5
C -0.1 0.1 0.5
H -0.3 0.8 0.3
H -0.3 -0.6 0.4
H 0.0 0.0 -0.5
H 0.4 -0.2 0.4
H 0.0 0.2 0.1
H -0.8 0.0 0.3
H -0.6 -0.3 -0.2
H 0.0 0.0 -0.4
H 0.3 0.3 0.2
H -0.1 0.0 0.0

A 4-piece molecular cluster, C20H40NO3 overall, computed with ωB97M-V/def2-TZVPD.

Properties
LUMO energy   2.5 eV
Calculated total energy   -1066.4064 Eh
Max |F|   0.0097 hartree/bohr
HOMO-LUMO gap   3.913 eV
HOMO energy   -1.425 eV
Net charge   -1

Each line ends with the natural charge from an NBO analysis.
Geometry (Å):
N  -2.441  -0.385  0.809  -0.866
C  -1.171  0.264  0.428  -0.219
C  -0.048  -0.701  0.027  -0.702
C  -0.073  -1.933  0.856  0.016
C  0.549  -2.018  2.123  -0.263
C  0.532  -3.178  2.894  -0.234
C  -0.133  -4.311  2.439  -0.312
C  -0.764  -4.262  1.195  -0.187
C  -0.721  -3.107  0.424  -0.237
H  -3.194  -0.155  0.180  0.342
H  -2.715  -0.172  1.755  0.344
H  -1.385  0.941  -0.412  0.147
H  -0.856  0.917  1.265  0.117
H  0.903  -0.198  0.278  0.139
H  1.056  -1.129  2.494  0.187
H  1.031  -3.193  3.860  0.183
H  -0.162  -5.214  3.040  0.186
H  -1.285  -5.138  0.817  0.177
H  -1.194  -3.055  -0.551  0.201
C  2.693  3.696  -4.262  -0.644
C  2.620  3.180  -2.832  -0.060
O  1.321  2.842  -2.405  -0.535
C  0.689  1.792  -3.130  -0.066
C  1.439  0.476  -3.109  -0.658
H  1.980  4.510  -4.407  0.204
H  3.697  4.069  -4.473  0.206
H  2.467  2.915  -4.988  0.204
H  2.949  3.964  -2.147  0.175
H  3.306  2.334  -2.700  0.163
H  0.498  2.115  -4.163  0.139
H  -0.278  1.659  -2.645  0.202
H  2.384  0.530  -3.661  0.173
H  0.825  -0.301  -3.564  0.220
H  1.631  0.169  -2.081  0.259
C  -4.843  -5.275  2.515  -0.645
C  -4.443  -5.890  1.186  -0.070
O  -4.009  -7.240  1.282  -0.531
C  -4.964  -8.154  1.776  -0.061
C  -6.216  -8.270  0.920  -0.644
H  -4.041  -5.398  3.243  0.220
H  -5.025  -4.208  2.383  0.225
H  -5.752  -5.722  2.924  0.187
H  -3.594  -5.341  0.783  0.211
H  -5.258  -5.803  0.459  0.151
H  -5.236  -7.912  2.811  0.156
H  -4.446  -9.114  1.801  0.180
H  -6.815  -7.360  0.948  0.203
H  -6.839  -9.089  1.283  0.206
H  -5.947  -8.469  -0.118  0.211
C  2.616  8.169  -0.109  -0.644
C  3.255  6.990  -0.824  -0.069
O  4.666  7.082  -0.938  -0.536
C  5.376  7.095  0.287  -0.062
C  5.187  5.842  1.126  -0.646
H  2.935  9.108  -0.564  0.207
H  1.530  8.096  -0.179  0.218
H  2.877  8.199  0.950  0.200
H  2.892  6.945  -1.851  0.188
H  2.966  6.048  -0.345  0.170
H  5.122  7.987  0.872  0.154
H  6.424  7.192  -0.001  0.182
H  4.172  5.757  1.516  0.208
H  5.867  5.861  1.979  0.211
H  5.396  4.951  0.533  0.218

Atomic forces in eV per Å
N 0.0 -0.3 -0.1
C 0.1 0.1 -0.4
C 0.1 -0.4 0.3
C 0.1 0.0 0.1
C 0.1 -0.1 -0.2
C 0.0 0.1 -0.1
C 0.0 0.0 0.0
C 0.0 0.2 -0.1
C -0.2 0.1 0.2
H 0.0 0.1 0.0
H 0.0 0.1 0.0
H 0.1 0.2 0.1
H -0.1 0.0 0.1
H -0.1 0.2 0.0
H 0.0 -0.1 0.0
H 0.0 0.0 0.0
H 0.0 0.0 0.0
H 0.1 0.0 0.0
H 0.0 -0.1 0.0
C -0.1 0.0 0.0
C 0.1 0.0 0.1
O 0.0 0.1 0.0
C -0.1 -0.1 0.0
C 0.2 0.1 0.0
H 0.0 0.0 0.0
H 0.0 0.0 0.0
H 0.0 0.0 0.0
H 0.0 0.0 0.0
H 0.0 0.0 0.0
H 0.0 0.0 0.0
H 0.0 0.0 0.1
H 0.0 0.0 0.0
H 0.0 0.0 0.0
H -0.1 -0.1 0.0
C 0.0 -0.1 0.0
C 0.0 0.1 0.0
O 0.0 0.0 0.0
C 0.0 0.0 0.0
C 0.0 0.1 0.0
H 0.0 0.0 0.0
H 0.0 0.0 0.0
H 0.0 0.0 0.0
H 0.0 -0.1 0.0
H 0.0 0.0 0.0
H 0.0 0.0 0.0
H 0.0 0.0 0.0
H 0.0 0.0 0.0
H 0.0 0.0 0.0
H 0.0 0.0 0.0
C 0.1 0.0 0.1
C -0.1 0.0 0.0
O 0.0 0.0 0.0
C 0.0 0.0 0.0
C -0.1 0.0 0.0
H 0.0 0.0 0.0
H 0.0 0.0 0.0
H 0.0 0.0 0.0
H 0.0 0.0 0.0
H 0.0 0.0 0.0
H 0.0 0.0 0.0
H 0.0 0.0 0.0
H 0.0 0.0 0.0
H 0.0 0.0 0.0
H 0.0 0.0 0.0

One molecule with the formula C6H12O at a distorted geometry, computed with ωB97M-V/def2-TZVPD.

Properties
LUMO energy   1.0 eV
Calculated total energy   -310.9784 Eh
Max |F|   0.0306 hartree/bohr
ΔE to the lowest compared entry with this formula, charge and spin   50.8 kcal per mole
HOMO-LUMO gap   10.668 eV
Structure (SMILES)   CC(C)[C@H]1C[C@H]1O
HOMO energy   -9.662 eV

Each line ends with the natural charge from an NBO analysis.
Geometry (Å):
C  1.462  1.084  0.635  -0.626
C  0.714  -0.236  0.104  -0.203
C  1.718  -1.036  -0.797  -0.611
C  -0.748  -0.173  -0.629  -0.252
C  -1.966  -0.887  0.027  -0.440
C  -1.946  0.594  -0.065  0.069
O  -1.909  1.142  1.217  -0.715
H  0.973  1.950  1.188  0.203
H  2.280  0.696  1.279  0.215
H  1.946  1.533  -0.240  0.205
H  0.627  -0.894  0.985  0.201
H  2.671  -1.376  -0.342  0.213
H  2.021  -0.459  -1.679  0.201
H  1.186  -1.942  -1.110  0.215
H  -0.795  -0.176  -1.749  0.224
H  -2.747  -1.396  -0.551  0.218
H  -1.800  -1.166  1.091  0.230
H  -2.623  1.176  -0.718  0.181
H  -1.063  1.566  1.356  0.472

Atomic forces in eV per Å
C -0.1 -0.3 -0.5
C -0.3 0.1 0.1
C -0.4 0.2 -0.1
C 0.4 0.2 0.6
C 0.1 0.1 -0.3
C 0.1 0.0 0.2
O 0.3 0.6 0.5
H 0.0 -1.4 -0.6
H -0.5 0.4 -0.3
H 0.0 0.1 0.2
H -0.5 0.4 -0.2
H -0.7 0.4 0.3
H -0.3 -0.1 0.0
H 0.2 0.1 -0.2
H 0.5 -0.1 1.1
H 0.8 -0.2 0.2
H -0.3 -0.1 -1.1
H 0.5 -0.6 0.1
H 0.2 0.3 0.0

A 3-piece molecular cluster, C4H13NO2 overall at a distorted geometry, computed with ωB97M-V/def2-TZVPD.

Properties
LUMO energy   0.6 eV
Calculated total energy   -365.3681 Eh
Max |F|   0.0804 hartree/bohr
ΔE to the lowest compared entry with this formula, charge and spin   46.7 kcal per mole
HOMO-LUMO gap   8.646 eV
Structure (SMILES)   CC(C)=CN.O.O
HOMO energy   -8.017 eV

Each line ends with the natural charge from an NBO analysis.
Geometry (Å):
C  -0.381  -1.057  0.373  -0.676
C  -0.655  0.373  0.651  -0.042
C  -1.635  1.249  -0.266  -0.633
C  0.072  0.933  1.757  -0.039
N  0.716  0.032  2.738  -0.869
H  -0.726  -1.716  1.237  0.210
H  0.706  -1.364  0.320  0.241
H  -0.918  -1.443  -0.425  0.223
H  -1.593  0.809  -1.243  0.198
H  -1.149  2.183  -0.306  0.223
H  -2.687  1.388  0.031  0.221
H  0.109  2.003  1.927  0.181
H  1.414  0.360  3.424  0.385
H  -0.062  -0.446  3.183  0.372
O  0.270  -2.232  -2.426  -0.938
H  0.491  -1.591  -3.056  0.469
H  -0.217  -2.921  -2.844  0.472
O  1.402  1.214  -1.761  -0.929
H  1.251  0.915  -0.858  0.477
H  0.586  0.750  -2.150  0.453

Atomic forces in eV per Å
C 0.6 -1.6 2.8
C 1.5 2.5 2.9
C 1.5 -1.7 1.6
C -1.3 -1.9 -1.9
N -0.8 0.8 -1.2
H 0.2 0.7 -0.7
H -1.1 0.7 -0.2
H -0.7 -0.5 -1.8
H -0.2 -0.2 -0.6
H 0.2 1.4 -0.2
H 0.5 -0.4 0.3
H -0.1 0.0 0.1
H -1.0 0.3 -0.9
H 0.5 -0.2 0.2
O 0.1 -0.6 2.1
H 0.5 1.2 -1.6
H -0.5 -0.7 -0.7
O -2.2 -1.4 -0.9
H 0.4 0.2 0.6
H 1.8 1.2 0.3